{
  "formula": "C13H30Br2FeO7P2STe",
  "method": "ωB97M-V/def2-TZVPD",
  "e_lumo_ev": [4.1, 4.1],
  "e_tot_ha": -8800.9455,
  "s2": 6.01,
  "homo_lumo_gap_ev": [5.378, 5.399],
  "multiplicity": 5,
  "charge": -2,
  "homo_ev": [-1.2897, -1.3228],
  "symbols": ["Fe", "Br", "C", "Br", "H", "H", "C", "C", "O", "P", "O", "Te", "O", "C", "C", "H", "H", "H", "H", "H", "H", "H", "H", "H", "H", "C", "C", "C", "C", "O", "P", "O", "O", "O", "C", "C", "C", "C", "H", "H", "H", "H", "H", "H", "H", "H", "H", "H", "H", "H", "H", "H", "H", "H", "H", "H", "S"],
  "coordinates": [[0.01, 0.53, -0.76], [-1.73, 0.60, 1.08], [-2.95, -2.18, -1.88], [-1.37, -0.92, -2.52], [-3.38, -2.34, -2.89], [-2.35, -3.10, -1.73], [3.42, -0.08, -2.88], [3.74, 1.33, -2.47], [3.25, 1.59, -1.15], [2.02, 2.55, -0.78], [1.42, 2.08, 0.50], [0.39, 2.58, -2.51], [2.69, 4.01, -0.65], [4.06, 4.32, -0.85], [4.52, 5.26, 0.24], [3.89, -0.30, -3.84], [2.34, -0.21, -2.99], [3.77, -0.78, -2.12], [3.31, 2.06, -3.17], [4.83, 1.49, -2.42], [4.15, 4.80, -1.84], [4.66, 3.41, -0.85], [3.90, 6.16, 0.26], [5.56, 5.55, 0.08], [4.44, 4.77, 1.21], [1.80, 0.02, 4.09], [2.70, -0.62, 3.05], [3.70, 0.39, 2.51], [3.40, -1.86, 3.59], [1.79, -1.02, 2.02], [2.10, -1.67, 0.61], [3.54, -1.81, 0.27], [1.21, -0.94, -0.39], [1.41, -3.11, 0.85], [1.26, -4.12, -0.17], [2.33, -5.17, 0.10], [-0.14, -4.68, 0.04], [1.40, -3.56, -1.58], [2.40, 0.41, 4.93], [1.08, -0.70, 4.48], [1.23, 0.84, 3.65], [4.34, 0.73, 3.32], [3.16, 1.25, 2.10], [4.31, -0.06, 1.72], [4.04, -1.60, 4.44], [4.01, -2.31, 2.81], [2.66, -2.59, 3.93], [2.23, -5.55, 1.12], [3.32, -4.71, 0.00], [2.25, -6.00, -0.60], [-0.25, -5.04, 1.07], [-0.33, -5.51, -0.65], [-0.88, -3.91, -0.13], [2.38, -3.12, -1.72], [0.63, -2.80, -1.78], [1.27, -4.38, -2.29], [-1.52, 2.22, 2.64]]
}

{
  "formula": "C5H14",
  "method": "ωB97M-V/def2-TZVPD",
  "e_lumo_ev": 1.0,
  "e_tot_ha": -198.8731,
  "smiles": "CCC.CC",
  "e_above_lowest_kj_mol": 42.1,
  "homo_lumo_gap_ev": 12.448,
  "homo_ev": -11.4456,
  "symbols": ["C", "C", "C", "H", "H", "H", "H", "H", "H", "H", "H", "C", "C", "H", "H", "H", "H", "H", "H"],
  "coordinates": [[-0.66, 2.25, -0.92], [0.83, 2.53, -0.70], [1.21, 2.50, 0.81], [-0.95, 2.67, -1.89], [-1.29, 2.78, -0.21], [-0.85, 1.19, -0.82], [1.43, 1.78, -1.21], [1.04, 3.53, -1.07], [0.39, 2.07, 1.37], [2.14, 1.97, 0.99], [1.30, 3.51, 1.19], [-0.48, -3.42, -0.46], [-0.70, -3.23, 1.05], [-0.14, -2.53, -0.99], [0.23, -4.22, -0.65], [-1.39, -3.72, -0.96], [0.13, -3.73, 1.55], [-1.60, -3.71, 1.42], [-0.62, -2.23, 1.48]]
}

{
  "formula": "C44H52FeN3O5",
  "method": "ωB97M-V/def2-TZVPD",
  "e_lumo_ev": [-3.3, -4.4],
  "e_tot_ha": -3511.5488,
  "s2": 6.08,
  "homo_lumo_gap_ev": [4.882, 6.192],
  "multiplicity": 5,
  "charge": 1,
  "homo_ev": [-8.2251, -10.5810],
  "symbols": ["C", "O", "C", "C", "C", "C", "C", "C", "Fe", "C", "O", "C", "O", "C", "O", "H", "H", "H", "H", "H", "H", "H", "H", "H", "C", "O", "C", "C", "C", "C", "C", "N", "C", "C", "C", "C", "C", "C", "C", "C", "C", "C", "C", "C", "N", "N", "C", "C", "C", "C", "C", "C", "C", "C", "C", "C", "C", "C", "C", "C", "C", "C", "H", "H", "H", "H", "H", "H", "H", "H", "H", "H", "H", "H", "H", "H", "H", "H", "H", "H", "H", "H", "H", "H", "H", "H", "H", "H", "H", "H", "H", "H", "H", "H", "H", "H", "H", "H", "H", "H", "H", "H", "H", "H", "H"],
  "coordinates": [[4.03, -5.75, 2.03], [4.35, -5.50, 0.65], [3.39, -5.03, -0.20], [1.96, -5.12, -0.05], [1.26, -3.75, -0.07], [1.92, -2.64, -0.83], [3.10, -2.98, -1.49], [3.75, -4.24, -1.36], [2.62, -6.33, -1.69], [0.98, -6.29, -2.25], [-0.01, -6.47, -2.83], [2.56, -7.93, -1.15], [2.40, -9.11, -1.20], [3.40, -6.64, -3.24], [3.58, -7.01, -4.33], [4.22, -6.81, 2.21], [4.72, -5.14, 2.61], [2.99, -5.50, 2.28], [1.57, -5.81, 0.70], [0.24, -3.93, -0.42], [1.18, -3.46, 0.99], [1.41, -1.71, -1.09], [3.59, -2.30, -2.19], [4.75, -4.44, -1.78], [6.41, 2.91, 1.06], [5.47, 3.29, 0.02], [4.27, 2.65, -0.01], [3.88, 1.66, 0.92], [2.57, 1.21, 0.93], [1.62, 1.69, 0.00], [0.24, 1.26, 0.12], [-0.83, 2.09, -0.17], [-0.84, 3.51, -0.41], [-1.51, 3.99, -1.55], [-2.31, 3.09, -2.50], [-1.58, 2.88, -3.81], [-3.73, 3.63, -2.72], [-1.38, 5.34, -1.86], [-0.66, 6.20, -1.03], [-0.10, 5.73, 0.15], [-0.22, 4.38, 0.50], [0.20, 3.94, 1.91], [-0.88, 4.28, 2.94], [1.56, 4.50, 2.31], [-2.00, 1.41, -0.10], [-1.67, 0.17, 0.32], [-2.71, -0.80, 0.57], [-3.27, -1.51, -0.50], [-2.77, -1.28, -1.92], [-3.88, -1.36, -2.97], [-1.61, -2.22, -2.27], [-4.27, -2.45, -0.23], [-4.73, -2.65, 1.07], [-4.20, -1.89, 2.12], [-3.20, -0.95, 1.88], [-2.69, -0.08, 3.03], [-2.03, -0.92, 4.12], [-3.81, 0.79, 3.60], [-0.27, 0.02, 0.43], [0.35, -1.23, 0.63], [2.05, 2.61, -1.00], [3.35, 3.08, -1.00], [7.28, 3.53, 0.86], [6.01, 3.13, 2.06], [6.68, 1.85, 0.99], [4.60, 1.26, 1.64], [2.25, 0.50, 1.69], [-2.43, 2.12, -2.01], [-0.57, 2.48, -3.63], [-2.12, 2.16, -4.45], [-1.48, 3.83, -4.36], [-4.24, 3.74, -1.75], [-3.70, 4.61, -3.21], [-4.31, 2.94, -3.34], [-1.84, 5.71, -2.78], [-0.53, 7.24, -1.31], [0.42, 6.41, 0.82], [0.29, 2.85, 1.89], [-1.84, 3.84, 2.64], [-0.62, 3.91, 3.93], [-1.02, 5.37, 3.00], [2.30, 4.33, 1.52], [1.50, 5.58, 2.51], [1.92, 4.00, 3.22], [-2.38, -0.25, -1.93], [-4.72, -0.72, -2.68], [-3.51, -1.01, -3.94], [-4.25, -2.39, -3.09], [-0.78, -2.09, -1.56], [-1.93, -3.27, -2.23], [-1.24, -2.00, -3.28], [-4.69, -3.04, -1.06], [-5.51, -3.38, 1.27], [-4.56, -2.01, 3.14], [-1.93, 0.58, 2.61], [-1.19, -1.49, 3.71], [-1.64, -0.26, 4.91], [-2.74, -1.62, 4.57], [-4.25, 1.41, 2.81], [-4.60, 0.17, 4.05], [-3.41, 1.46, 4.38], [-0.35, -2.06, 0.83], [1.32, -1.20, 1.14], [1.35, 2.95, -1.76], [3.69, 3.79, -1.75]]
}

{
  "formula": "C14H18ClMnV",
  "method": "ωB97M-V/def2-TZVPD",
  "e_lumo_ev": [5.0, 5.0],
  "e_tot_ha": -3099.2567,
  "s2": 15.81,
  "homo_lumo_gap_ev": [3.943, 5.465],
  "multiplicity": 8,
  "charge": -2,
  "homo_ev": [1.0963, -0.4269],
  "symbols": ["V", "Cl", "C", "H", "H", "H", "Mn", "C", "C", "C", "H", "H", "H", "H", "H", "H", "H", "H", "C", "C", "C", "C", "C", "C", "C", "C", "C", "C", "H", "H", "H", "H", "H", "H", "H"],
  "coordinates": [[-0.36, 0.57, -0.04], [-1.04, 2.63, -0.32], [-2.09, -0.26, 0.70], [-2.02, -0.83, 1.64], [-2.44, -0.95, -0.08], [-2.87, 0.52, 0.85], [0.76, -0.33, -2.95], [2.49, 0.61, -3.23], [-0.66, -0.08, -4.32], [0.58, -1.24, -1.23], [-1.06, -1.12, -4.27], [-1.43, 0.69, -4.12], [-0.05, 0.12, -5.21], [3.12, -0.19, -2.79], [2.50, 0.67, -4.33], [2.55, 1.58, -2.71], [0.10, -2.18, -1.66], [1.66, -1.53, -1.29], [2.64, -1.42, 4.60], [2.34, -1.91, 3.31], [1.69, -1.10, 2.37], [1.30, 0.22, 2.67], [0.59, 1.10, 1.76], [0.37, 2.39, 2.20], [0.71, 2.87, 3.49], [1.33, 2.03, 4.39], [1.65, 0.71, 4.00], [2.30, -0.12, 4.94], [3.13, -2.05, 5.35], [2.63, -2.93, 3.07], [1.49, -1.51, 1.37], [-0.11, 3.13, 1.54], [0.49, 3.90, 3.77], [1.57, 2.36, 5.42], [2.50, 0.29, 5.93]]
}

{
  "formula": "C4H13N2O",
  "method": "ωB97M-V/def2-TZVPD",
  "e_lumo_ev": [-7.0, -12.9],
  "e_tot_ha": -344.2195,
  "e_above_lowest_kj_mol": 223.0,
  "s2": 0.76,
  "homo_lumo_gap_ev": [12.677, 6.112],
  "multiplicity": 2,
  "charge": 2,
  "homo_ev": [-19.6619, -19.0381],
  "symbols": ["C", "O", "C", "C", "C", "N", "N", "H", "H", "H", "H", "H", "H", "H", "H", "H", "H", "H", "H", "H"],
  "coordinates": [[-2.09, 0.48, -0.42], [-2.38, 1.00, -1.64], [-0.52, 0.18, -0.36], [-0.03, -0.15, 1.08], [1.15, -1.14, 1.12], [2.32, -0.70, 0.24], [0.25, 1.17, -1.00], [-2.33, 1.13, 0.44], [-2.62, -0.48, -0.34], [-3.28, 1.04, -2.00], [-0.43, -0.79, -0.83], [0.27, 0.75, 1.59], [-0.85, -0.59, 1.63], [1.54, -1.18, 2.12], [0.92, -2.19, 0.90], [3.14, -0.52, 0.83], [2.67, -1.41, -0.42], [2.13, 0.14, -0.28], [0.05, 2.11, -0.65], [0.10, 1.13, -2.01]]
}

{
  "formula": "C4H3ClNS",
  "method": "ωB97M-V/def2-TZVPD",
  "e_lumo_ev": 3.5,
  "e_tot_ha": -1067.3022,
  "e_above_lowest_kj_mol": 210.1,
  "homo_lumo_gap_ev": 6.537,
  "charge": -1,
  "homo_ev": -3.0530,
  "symbols": ["C", "C", "C", "C", "N", "S", "Cl", "H", "H", "H"],
  "coordinates": [[-0.71, 0.83, -0.40], [-1.35, -0.46, -0.41], [0.50, 0.74, 0.24], [0.94, -0.62, 0.66], [-0.96, -1.43, 0.28], [2.11, -1.46, -0.29], [1.67, 2.04, 0.13], [-1.10, 1.77, -0.85], [-2.27, -0.71, -1.14], [1.18, -0.71, 1.79]]
}